w:
The following is a DFT calculation (ωB97M-V with the def2-TZVPD basis set) of a cluster of 2 separate species, CH4OS2 in total.

The HOMO energy comes out at -8.91 eV.

Structure (ORCA input):
```
! RIJCOSX wB97M-V def2-TZVPD def2/J DEFGRID3
* xyz 0 1
C 1.911 -0.708 0.758
O 1.103 -1.098 1.549
H 2.835 -0.193 1.062
H 1.774 -0.805 -0.334
S -1.430 0.800 0.358
S -2.895 0.035 -0.938
H -1.155 1.863 -0.412
H -2.143 0.107 -2.044
*
```



x:
The following is a DFT calculation (ωB97M-V with the def2-TZVPD basis set) of a structure of composition CH4OS2.

The HOMO energy comes out at -9.01 eV.

Structure (ORCA input):
```
! RIJCOSX wB97M-V def2-TZVPD def2/J DEFGRID3
* xyz 0 1
C 0.408 0.075 0.820
O -1.517 -0.086 -1.088
S 1.848 0.285 -0.436
S -1.223 0.690 0.341
H 0.386 -1.259 1.071
H 0.840 0.375 1.730
H -1.805 -0.994 -1.125
H 1.064 0.915 -1.315
*
```



Stability summary: most stable w, least stable x.



w:
The following is a DFT calculation (ωB97M-V with the def2-TZVPD basis set) of an isolated molecule of C7H18NP.

The HOMO energy comes out at -7.69 eV.

Structure (ORCA input):
```
! RIJCOSX wB97M-V def2-TZVPD def2/J DEFGRID3
* xyz 0 1
C 1.280 -0.063 1.767
C 1.598 -0.199 0.273
C 1.636 -1.682 -0.002
C 2.829 0.588 -0.191
N 0.339 0.290 -0.678
P -1.224 0.321 -0.556
C -2.048 1.316 -1.840
C -1.720 1.035 1.095
C -2.072 -1.189 -0.746
H 1.093 0.962 1.871
H 0.561 -0.862 2.050
H 2.197 -0.264 2.286
H 0.620 -2.019 0.289
H 2.455 -2.123 0.558
H 1.775 -2.045 -1.025
H 3.707 0.373 0.445
H 3.072 0.482 -1.234
H 2.573 1.681 0.080
H -2.665 1.971 -1.242
H -1.329 2.000 -2.344
H -2.557 0.721 -2.531
H -2.038 0.207 1.768
H -0.814 1.501 1.499
H -2.430 1.738 0.812
H -2.056 -1.979 0.147
H -3.138 -1.125 -0.884
H -1.646 -1.638 -1.668
*
```



x:
The following is a DFT calculation (ωB97M-V with the def2-TZVPD basis set) of a cluster of 2 separate species, C7H18NP in total.

The HOMO energy comes out at -7.79 eV.

Structure (ORCA input):
```
! RIJCOSX wB97M-V def2-TZVPD def2/J DEFGRID3
* xyz 0 1
C 3.230 -0.363 -0.546
C 2.130 -1.212 -1.195
N 0.934 -1.076 -0.911
C -0.072 -1.917 -1.485
C -1.095 -1.129 -2.416
H 3.600 -0.937 0.299
H 3.896 -0.327 -1.297
H 2.744 0.520 -0.281
H 2.611 -2.028 -1.793
H -0.530 -2.271 -0.590
H 0.312 -2.784 -2.183
H -1.833 -1.861 -2.768
H -1.655 -0.398 -1.742
H -0.495 -0.535 -3.225
C 0.628 1.379 1.584
P -1.031 0.539 1.106
C -1.762 0.559 2.820
C -2.017 1.822 0.141
H 1.122 0.618 2.231
H 1.353 1.594 0.822
H 0.356 2.253 2.133
H -2.593 -0.311 2.991
H -0.954 0.265 3.476
H -2.239 1.433 2.995
H -1.357 2.288 -0.648
H -2.779 1.209 -0.279
H -2.504 2.671 0.762
*
```



Stability summary: most stable w, least stable x.



w:
The following is a DFT calculation (ωB97M-V with the def2-TZVPD basis set) of an isolated molecule of C22H32N2O5.

The HOMO energy comes out at -7.75 eV.

Structure (ORCA input):
```
! RIJCOSX wB97M-V def2-TZVPD def2/J DEFGRID3
* xyz 0 1
C 3.547 3.316 1.464
O 2.823 2.107 1.503
C 1.507 2.049 1.159
C 0.901 0.844 1.472
C -0.439 0.574 1.181
C -1.110 -0.660 1.482
C -0.446 -1.899 1.986
O -0.985 -2.652 2.778
N 0.772 -2.124 1.454
C 1.526 -3.331 1.687
C 2.013 -3.928 0.367
C 2.993 -3.008 -0.363
O 2.281 -1.887 -0.857
C 3.011 -0.910 -1.587
C 4.090 -0.216 -0.754
C 3.591 -1.461 -2.891
C -2.450 -0.730 1.277
N -3.188 0.272 0.743
C -4.603 0.058 0.509
C -4.867 -0.908 -0.655
C -6.372 -1.089 -0.826
C -4.235 -0.386 -1.942
C -2.627 1.478 0.350
O -3.312 2.353 -0.157
C -1.198 1.609 0.610
C -0.589 2.823 0.284
C 0.748 3.063 0.521
O 1.376 4.231 0.179
C 0.609 5.253 -0.411
H 3.687 3.673 0.442
H 3.063 4.096 2.055
H 4.517 3.079 1.903
H 1.506 0.118 1.988
H 1.095 -1.569 0.672
H 0.873 -4.031 2.217
H 2.388 -3.109 2.330
H 2.510 -4.878 0.566
H 1.157 -4.111 -0.284
H 3.784 -2.689 0.329
H 3.457 -3.559 -1.192
H 2.231 -0.177 -1.830
H 3.679 0.132 0.190
H 4.924 -0.886 -0.557
H 4.466 0.642 -1.304
H 2.838 -2.040 -3.420
H 4.455 -2.095 -2.700
H 3.906 -0.637 -3.525
H -2.984 -1.633 1.537
H -5.031 1.037 0.274
H -5.059 -0.326 1.425
H -4.420 -1.880 -0.413
H -6.580 -1.795 -1.626
H -6.840 -0.139 -1.076
H -6.823 -1.465 0.090
H -4.606 0.611 -2.167
H -4.473 -1.044 -2.775
H -3.152 -0.333 -1.849
H -1.224 3.570 -0.166
H 1.303 6.075 -0.581
H -0.194 5.587 0.253
H 0.181 4.934 -1.366
*
```



x:
The following is a DFT calculation (ωB97M-V with the def2-TZVPD basis set) of an isolated molecule of C22H32N2O5.

The HOMO energy comes out at -8.87 eV.

Structure (ORCA input):
```
! RIJCOSX wB97M-V def2-TZVPD def2/J DEFGRID3
* xyz 0 1
C -4.912 -0.659 1.788
C -4.847 -1.031 0.310
C -6.241 -1.133 -0.298
C -3.956 -0.035 -0.478
N -2.565 -0.204 -0.126
C -1.735 -1.000 -0.829
O -2.117 -1.714 -1.731
C -0.277 -0.972 -0.314
C 0.075 0.475 -0.030
C 0.292 0.986 1.244
C 0.586 2.326 1.431
C 0.645 3.189 0.354
C 0.390 2.703 -0.918
C 0.105 1.365 -1.104
C -0.272 -1.902 0.917
C 1.138 -2.105 1.505
N 2.147 -1.833 0.509
C 2.988 -0.780 0.686
O 3.151 -0.241 1.758
O 3.630 -0.477 -0.454
C 4.642 0.555 -0.470
C 5.793 0.188 0.466
C 4.032 1.903 -0.088
C 5.119 0.579 -1.923
C 1.805 -2.367 -0.788
C 0.640 -1.578 -1.400
C -4.321 1.409 -0.202
O -3.660 2.149 0.478
O -5.453 1.787 -0.794
H -5.429 -1.436 2.346
H -3.914 -0.546 2.203
H -5.450 0.276 1.929
H -4.353 -2.002 0.211
H -6.754 -0.176 -0.262
H -6.182 -1.453 -1.335
H -6.831 -1.861 0.253
H -4.074 -0.245 -1.548
H -2.193 0.472 0.528
H 0.241 0.351 2.112
H 0.768 2.692 2.430
H 0.878 4.233 0.502
H 0.410 3.370 -1.768
H -0.117 1.007 -2.100
H -0.669 -2.864 0.585
H -0.947 -1.520 1.684
H 1.336 -1.444 2.349
H 1.248 -3.140 1.850
H 6.586 0.926 0.379
H 6.190 -0.791 0.204
H 5.443 0.162 1.494
H 4.780 2.685 -0.186
H 3.190 2.131 -0.740
H 3.677 1.876 0.938
H 5.888 1.336 -2.049
H 5.526 -0.390 -2.199
H 4.286 0.805 -2.584
H 2.678 -2.325 -1.438
H 1.530 -3.415 -0.638
H 0.038 -2.233 -2.033
H 1.043 -0.781 -2.022
H -5.649 2.716 -0.591
*
```



Stability summary: most stable x, least stable w.